Below is a 2-piece molecular cluster, C27H22N5O9P overall, with properties calculated with the ωB97M-V functional and the def2-TZVPD basis.

CARTESIAN COORDINATES (ANGSTROEM)
C -5.848 2.184 -0.733
O -4.789 2.177 -1.710
C -3.671 1.458 -1.425
C -2.604 1.563 -2.345
C -1.384 0.990 -2.051
C -1.179 0.297 -0.841
P 0.439 -0.412 -0.330
C 1.385 -0.122 -1.887
C 2.150 1.042 -2.101
C 2.729 1.305 -3.326
C 2.570 0.398 -4.391
O 3.080 0.812 -5.583
C 2.937 -0.028 -6.742
C 1.859 -0.807 -4.183
C 1.266 -1.047 -2.950
C 1.082 0.987 0.672
C 2.292 0.809 1.373
C 2.922 1.866 2.004
C 2.325 3.146 1.970
O 2.901 4.276 2.460
C 4.207 4.187 3.057
C 1.076 3.318 1.337
C 0.476 2.258 0.693
C -2.264 0.170 0.051
C -3.507 0.700 -0.246
H -6.632 2.783 -1.197
H -6.213 1.167 -0.535
H -5.524 2.649 0.210
H -2.758 2.138 -3.256
H -0.571 1.101 -2.769
H 2.288 1.780 -1.314
H 3.279 2.222 -3.521
H 3.481 0.510 -7.519
H 3.386 -1.017 -6.575
H 1.882 -0.140 -7.027
H 1.751 -1.511 -5.009
H 0.684 -1.960 -2.807
H 2.745 -0.180 1.418
H 3.887 1.725 2.493
H 4.381 5.189 3.450
H 4.228 3.449 3.870
H 4.971 3.938 2.308
H 0.637 4.314 1.337
H -0.475 2.431 0.188
H -2.129 -0.334 1.007
H -4.334 0.570 0.455
O -2.156 -5.159 6.044
N -2.318 -4.711 4.923
C -1.584 -3.985 4.005
C -2.361 -3.827 2.852
N -3.596 -4.398 3.034
O -3.553 -4.939 4.276
C -1.799 -3.146 1.692
N -2.544 -3.103 0.431
O -3.742 -3.432 0.415
O -1.941 -2.743 -0.606
C -0.502 -2.566 1.782
C 0.236 -2.822 2.953
N 1.608 -2.690 3.200
O 2.525 -2.190 2.560
O 1.876 -3.342 4.408
N 0.732 -3.836 4.978
C -0.250 -3.519 4.080
H -0.047 -1.941 0.995

Spin multiplicity: 1
Calculated total energy: -2333.90381 Ha
Kohn-Sham gap: 5.74 eV